Density functional theory data (wB97M-V/def2-TZVPD) for a cluster of 11 separate species, C50H109N3O16S8 in total at a distorted geometry.

XYZ file:
```
186
Properties=species:S:1:pos:R:3:forces:R:3
S -1.4942 -5.5517 4.8353 -0.86 -0.26 -1.05
S 4.3933 1.8549 0.3765 0.34 0.02 0.11
S -6.2214 0.0976 2.5273 1.12 0.74 -1.44
S 1.5395 -2.4957 3.1524 0.31 -0.21 0.21
S 0.3718 -0.4667 -1.0806 -2.57 -0.38 2.02
S -0.2496 5.0440 2.3668 1.11 -0.78 -1.14
S -4.1359 -2.7456 -0.5764 -0.41 0.20 0.56
S 4.9397 -3.9694 -1.2184 0.93 -0.04 1.24
O -7.1230 0.3879 1.4258 -0.08 -0.15 0.50
O -6.2413 -1.2282 3.0940 0.06 0.11 0.31
O -1.5826 -7.0104 4.8205 0.26 0.96 0.65
O 3.1977 2.5571 -0.0649 0.57 -0.22 0.40
O -1.6310 4.8035 2.0117 0.08 -0.15 0.25
O 4.5748 1.4581 1.7563 -0.36 0.16 -0.15
O 1.5953 -3.4759 2.0769 -0.07 0.44 0.51
O 6.1733 -4.6067 -1.6637 -1.06 0.13 0.01
O 4.9886 -3.3067 0.0843 -0.39 -0.49 -0.75
O -3.4677 -3.9122 -0.0275 -0.35 0.47 -0.40
O 1.7982 -0.4804 -0.8240 -0.04 -0.13 -0.81
O -0.3005 -1.3886 -1.9924 1.20 0.52 -0.28
O -0.4455 -4.8671 5.5851 -0.76 -0.47 -0.49
O -3.6145 -1.4289 -0.2398 0.04 -0.47 -0.28
O 0.2686 -1.8875 3.4816 -0.14 -0.12 0.04
O 0.4993 4.1045 3.1950 -0.91 0.72 -0.28
N 2.9046 3.2492 -5.7521 -0.51 -0.19 0.99
N -0.6354 0.8606 6.4433 -1.10 1.39 -0.18
N -1.5547 -0.9410 -6.4836 -0.05 1.16 0.51
C 3.7059 0.9058 -5.5383 -0.76 -1.72 0.56
C -5.9092 -2.7261 -0.2031 0.15 0.83 0.33
C -4.9504 1.9709 4.0480 0.14 -1.22 0.61
C -4.0984 1.7668 2.7860 0.17 1.31 -0.59
C 4.3941 -2.7603 -2.4299 0.74 0.18 0.66
C -1.1628 0.6325 0.9599 1.57 0.90 -1.06
C 0.3629 6.7306 0.4907 -0.70 0.85 -0.69
C -4.5563 0.5865 1.9293 0.15 -0.32 0.64
C -2.1647 2.3880 7.6939 0.42 -1.14 0.94
C 5.8806 2.7860 -0.1272 -0.14 0.59 -1.52
C -3.1939 -0.0764 -4.8013 0.02 -0.99 -1.23
C 2.3603 -3.1405 4.6360 0.59 1.23 -0.54
C 3.6816 4.7807 -7.5498 0.38 -0.11 -0.84
C 1.3826 2.1663 5.9477 0.03 -0.52 -0.68
C 6.1943 0.5236 -1.0067 -0.86 -0.20 0.74
C -6.6595 -3.0435 -1.4834 0.55 0.00 -1.19
C -1.0036 -2.9975 -5.2357 -0.30 -0.72 0.68
C -3.6289 -4.0961 3.8750 0.52 -0.92 -0.31
C 2.5283 1.8877 -5.4457 0.61 -1.40 0.12
C 0.6778 5.2963 0.7939 -0.14 0.19 -0.05
C 1.9740 4.1735 -5.0633 0.82 -0.47 -1.12
C 3.4786 -5.0764 -1.4212 0.59 0.97 -1.20
C -5.8096 -2.4955 -2.6860 0.55 0.02 0.11
C -0.6822 -1.5852 6.8478 0.39 -0.71 0.18
C 3.8308 -2.8580 4.2978 1.05 -1.32 0.46
C -0.7276 -1.5128 -5.4448 0.92 -0.74 -0.90
C -1.4389 -0.3339 6.4249 0.47 -0.87 -0.61
C 0.5136 0.9786 5.5527 0.36 -0.88 -0.01
C 3.3439 -3.4586 -3.2416 -0.09 -0.07 0.70
C 6.4565 1.9993 -1.3122 0.38 -0.71 0.11
C -0.5166 1.7612 0.0856 -0.13 0.63 0.38
C 2.7579 -1.1751 2.8267 -0.25 -0.93 0.50
C -0.4767 -0.6474 0.5373 0.91 -1.03 0.10
C -4.3656 -2.8981 -2.3424 0.29 -0.44 -0.24
C 2.0799 4.0868 -3.5518 -1.50 0.38 -0.31
C -2.3375 -3.7361 3.1274 -0.26 -1.06 -0.01
C 2.9887 3.4843 -7.1859 -1.20 0.36 -0.03
C -0.2433 1.2095 -1.3190 0.49 0.03 0.32
C -1.3193 -1.2881 -7.8571 0.28 0.09 -0.56
C -1.5204 2.0269 6.3777 0.12 1.11 -0.96
C 0.1138 -1.1579 -8.3689 -0.23 0.28 0.57
C -1.5213 -5.0176 3.1086 0.86 0.79 0.65
C 4.6870 0.4291 -0.6863 0.47 1.26 -0.71
C -3.2025 -4.8751 5.1528 0.31 0.44 0.32
C 3.9421 -1.4312 3.7728 0.15 -0.27 -0.59
C 2.5029 -4.1102 -2.1284 -0.51 -0.93 -0.49
C 0.6127 7.5044 1.8043 0.40 -0.46 0.32
C -2.9547 -0.7212 -6.1977 0.33 0.75 0.96
C -6.3456 1.3643 3.7965 0.24 0.60 -0.25
C -0.0429 6.7509 3.0025 -0.15 -1.34 -2.01
H -0.6182 -2.2676 5.9977 -0.69 -0.51 0.41
H -1.1471 2.6557 0.1456 -0.53 -0.30 -0.77
H 4.0303 -0.7731 4.6360 -0.36 0.38 -0.26
H -4.5625 1.4835 4.9463 0.47 -0.12 -0.27
H 0.3114 -1.3717 -5.7675 -0.03 -0.21 -0.10
H 7.5265 2.1682 -1.4345 -0.01 0.14 0.09
H 6.7101 0.2661 -0.0789 0.40 -0.30 -0.27
H 3.7384 -4.3089 -3.8012 0.18 0.37 -0.45
H 1.5655 4.9951 -3.2155 1.01 0.37 0.49
H -2.8717 3.2132 7.6775 0.23 0.22 -0.17
H 3.1338 5.6740 -7.2550 0.12 -0.06 0.37
H -1.3287 2.5354 8.3849 -0.23 0.58 0.10
H -4.7532 0.8133 0.8849 0.21 0.17 0.01
H 4.3117 -3.5995 3.6507 -0.74 0.11 -0.67
H 6.4238 -0.1614 -1.8193 0.30 0.00 0.08
H -4.2052 -4.8324 3.3094 -0.05 0.31 -0.40
H -3.0341 1.8382 3.0225 0.01 -0.84 0.11
H 0.3397 0.9724 4.4643 -0.71 0.33 0.00
H -2.6778 1.5368 8.1544 -0.23 0.01 -0.27
H -4.2550 -3.9620 -2.5632 0.06 -0.05 0.21
H 0.5756 1.7033 -1.8418 -0.44 0.36 -0.30
H 4.7171 4.8020 -7.2104 -0.10 0.14 0.27
H -1.7117 -2.2804 -8.1373 -0.05 -0.06 0.10
H -1.1538 -1.9582 7.7585 -0.09 -0.71 -0.38
H -2.3305 -0.2119 7.0404 0.33 0.28 0.40
H -0.7665 -3.3030 -4.2121 0.12 0.01 -0.04
H 3.9113 -2.0020 -1.8113 0.04 0.18 -0.21
H -1.1764 1.0540 -1.8574 0.15 0.28 -0.40
H 0.5717 6.4104 3.8319 -0.05 1.38 0.55
H 0.8908 7.0701 -0.4065 0.80 0.20 0.57
H -2.6231 0.8474 -4.7489 -0.22 0.16 0.21
H -4.2761 0.0533 -4.7772 0.06 0.46 0.46
H 5.5829 3.7402 -0.5636 -0.35 0.14 0.59
H 2.3441 2.0784 5.4367 0.15 -0.11 0.27
H 1.3756 3.3750 -3.1132 0.41 -0.60 -0.29
H 4.1716 0.7310 -1.6008 -0.42 -0.51 0.05
H 5.3131 -2.3732 -2.8680 -0.15 -0.05 -0.32
H -6.9104 2.2064 3.3996 -0.83 -0.58 0.02
H -0.9584 2.9101 6.0577 0.28 -0.20 0.24
H 0.1617 8.4901 1.7341 0.46 0.22 0.14
H 3.8293 -5.7440 -2.2110 0.04 -0.37 0.32
H -0.8611 0.9019 1.9698 -0.70 -0.32 0.31
H -1.8129 -2.9731 3.6995 0.07 0.30 -0.47
H -1.8475 -0.5474 -8.4673 -0.43 -0.22 0.12
H -1.9044 -0.6109 5.4576 0.33 0.62 -0.37
H -2.8935 -0.7521 -4.0014 0.01 0.14 0.08
H 0.3675 -0.9071 1.1702 -0.07 0.18 0.30
H 3.0491 -1.4309 1.8088 -0.03 0.57 -0.16
H 1.6552 1.5142 -6.0098 0.22 0.17 -0.59
H 2.2638 5.1469 -5.4607 -0.21 0.22 0.52
H 1.0909 0.0531 5.6581 0.05 0.04 0.31
H -3.6003 -1.6099 -6.2761 0.09 -0.15 -0.17
H -0.4689 -4.8518 2.8719 -0.08 -0.16 -0.41
H -6.1199 -3.2161 0.7463 0.00 -0.67 -0.35
H -4.1942 -3.1645 3.9006 -0.36 -0.28 1.00
H 4.4064 0.9284 -4.6985 0.41 1.11 -0.41
H 2.1559 1.7170 -4.4332 0.19 0.85 0.25
H 0.4301 -0.1173 -8.2632 0.08 -0.03 0.01
H -2.5872 -3.5027 2.0922 0.27 0.62 0.18
H -3.2562 -4.2580 6.0480 0.36 -0.13 0.12
H -3.2897 0.0271 -6.9198 -0.26 -0.25 -0.18
H -1.0989 -1.5402 0.5107 -0.17 0.15 -0.25
H -3.7107 -5.8220 5.3206 -0.46 0.25 -0.03
H 0.3797 -1.5778 7.1154 -0.02 1.15 0.10
H -2.0626 -3.2388 -5.3757 -0.09 0.26 0.09
H -4.1698 2.6824 2.1872 -0.46 -0.06 -0.05
H 0.8231 -1.7737 -7.8153 0.03 -0.19 -0.31
H -3.5344 -2.4047 -2.8445 -0.21 0.29 0.03
H 0.4236 4.5886 0.0063 -0.45 -0.13 0.32
H -5.9047 -1.4448 -2.9596 -0.05 0.15 0.56
H 4.2968 -0.4761 -0.2349 0.05 0.01 0.04
H -7.6557 -2.6132 -1.4236 -0.07 -0.14 -0.21
H 4.8130 -1.3021 3.1310 0.32 -0.01 0.46
H 4.1717 0.7593 -6.5102 0.27 0.50 0.05
H 3.7246 4.8583 -8.6408 0.02 -0.12 -0.01
H 5.9873 2.2888 -2.2546 -0.16 0.01 0.07
H 2.0534 -3.4194 -1.4167 -0.08 0.16 -0.19
H 2.0920 -2.3839 5.3788 -0.31 -0.28 0.23
H -6.6992 -4.0892 -1.7925 -0.38 -0.28 0.92
H 3.3353 -0.1044 -5.2844 -0.51 0.09 -0.50
H 3.4012 2.6252 -7.7141 0.46 0.02 0.32
H 2.2711 -0.2154 2.9698 -0.01 0.03 -0.34
H 1.4834 2.1130 7.0301 0.22 0.49 0.00
H -0.6947 -0.9824 -4.4934 -0.83 0.18 -0.09
H 0.3635 2.2320 0.5358 0.53 -0.96 0.02
H 3.0948 3.8729 -3.2332 -0.01 0.48 0.34
H 1.9625 3.5472 -7.5935 -0.10 -0.03 -0.03
H -2.2270 0.6104 0.7563 -0.06 -0.11 0.30
H 2.8240 -2.7507 -3.8836 -0.24 -0.20 -0.01
H 2.0583 -4.1338 4.9474 -0.10 -0.06 -0.26
H 4.4906 -3.0223 5.1570 -0.43 0.47 0.41
H -1.0275 7.1933 3.1048 -0.07 -0.38 1.00
H -0.4980 -3.6974 -5.9052 0.28 0.34 -0.14
H -6.1337 -1.6821 0.0346 0.23 0.10 -0.13
H 3.1329 -5.6328 -0.5589 0.17 0.35 0.30
H 1.7651 5.2507 0.8860 -0.08 -0.42 0.70
H 0.9774 3.0990 5.5596 -0.10 0.10 0.44
H -3.8255 -0.2192 1.9700 -0.44 -0.35 0.11
H 0.9323 3.9989 -5.3784 -0.03 -0.04 -0.08
H 1.6793 7.5096 2.0312 0.07 0.56 -0.35
H 1.7408 -4.6961 -2.6462 -0.33 0.01 0.48
H -2.0130 -5.7558 2.4809 0.23 -0.30 0.16
H -0.6447 6.9467 0.1133 -0.36 -0.61 0.63
H -6.7949 0.7823 4.5992 -0.14 0.70 0.36
H -2.2558 2.0019 5.5542 -0.20 -0.69 0.07
H -4.9307 3.0341 4.2810 -0.57 -0.01 0.02
H 6.6217 2.9692 0.6448 -0.33 -0.39 0.39
H 0.0843 -1.3930 -9.4316 0.34 -0.20 0.03
H -6.0272 -3.0408 -3.6046 -0.39 0.01 0.07
```
Positions in Å, forces in eV/Å.

Summary:
Structure (SMILES) = O=S1(=O)CCCC1.O=S1(=O)CCCC1.O=S1(=O)CCCC1.O=S1(=O)CCCC1.O=S1(=O)CCCC1.O=S1(=O)CCCC1.O=S1(=O)CCCC1.O=S1(=O)CCCC1.CCN(CC)CC.CCN(CC)CC.CCN(CC)CC
Total energy = -6523.88093 hartree
Maximum force = 0.064 hartree/bohr
LUMO level = 0.17 eV
Kohn-Sham gap = 8.234 eV

Atom charges from the Mulliken analysis, given in e for atoms 1 to 99: number 1, S, carries 1.0695; number 2, S, carries 1.1210; number 3, S, carries 1.2552; number 4, S, carries 0.9100; number 5, S, carries 0.2848; number 6, S, carries 1.2153; number 7, S, carries 1.4786; number 8, S, carries 0.9963; number 9, O, carries -0.7424; number 10, O, carries -0.6158; number 11, O, carries -0.7637; number 12, O, carries -0.3789; number 13, O, carries -0.7109; number 14, O, carries -0.7154; number 15, O, carries -0.7550; number 16, O, carries -0.7219; number 17, O, carries -0.5263; number 18, O, carries -0.8455; number 19, O, carries 0.2664; number 20, O, carries -0.3442; number 21, O, carries -0.5429; number 22, O, carries -0.5309; number 23, O, carries 0.2804; number 24, O, carries -0.5522; number 25, N, carries 0.1918; number 26, N, carries 0.2196; number 27, N, carries 0.3905; number 28, C, carries -0.9491; number 29, C, carries -0.6037; number 30, C, carries -0.6116; number 31, C, carries -0.1057; number 32, C, carries 0.2378; number 33, C, carries 0.9558; number 34, C, carries -0.8605; number 35, C, carries -0.1070; number 36, C, carries -1.5695; number 37, C, carries -0.7398; number 38, C, carries -0.4792; number 39, C, carries -0.4315; number 40, C, carries -1.3705; number 41, C, carries -1.5359; number 42, C, carries -0.6008; number 43, C, carries -0.8224; number 44, C, carries -1.3210; number 45, C, carries -0.7622; number 46, C, carries 0.2505; number 47, C, carries -0.1196; number 48, C, carries -0.4881; number 49, C, carries -0.8997; number 50, C, carries -0.6167; number 51, C, carries -1.3420; number 52, C, carries -1.0285; number 53, C, carries 0.1823; number 54, C, carries -0.0334; number 55, C, carries 1.5877; number 56, C, carries -0.4832; number 57, C, carries -0.6139; number 58, C, carries -0.9605; number 59, C, carries 0.0832; number 60, C, carries 1.3254; number 61, C, carries -0.0152; number 62, C, carries -0.7084; number 63, C, carries 1.4904; number 64, C, carries -0.3597; number 65, C, carries -0.4320; number 66, C, carries -0.4387; number 67, C, carries 0.6025; number 68, C, carries -1.2596; number 69, C, carries -0.6600; number 70, C, carries 0.4429; number 71, C, carries -0.7752; number 72, C, carries -0.4749; number 73, C, carries -0.0576; number 74, C, carries -0.7666; number 75, C, carries -0.6515; number 76, C, carries -0.8823; number 77, C, carries -0.7130; number 78, H, carries 0.1461; number 79, H, carries 0.7434; number 80, H, carries 0.2694; number 81, H, carries 0.0775; number 82, H, carries -0.0594; number 83, H, carries 0.4312; number 84, H, carries 0.3754; number 85, H, carries 0.4744; number 86, H, carries 0.3545; number 87, H, carries 0.4183; number 88, H, carries 0.3880; number 89, H, carries 0.3848; number 90, H, carries 0.4089; number 91, H, carries 0.3088; number 92, H, carries 0.2675; number 93, H, carries 0.3192; number 94, H, carries -0.0795; number 95, H, carries -0.7286; number 96, H, carries 0.3279; number 97, H, carries 0.4423; number 98, H, carries -0.2859; number 99, H, carries 0.3016